45
Properties=species:S:1:pos:R:3:lowdin_charge:R:1 method="wB97M-V/def2-TZVPD" s2=6.05 fmax_ev_per_a=3.43 total_charge=+1 multiplicity=5 e_tot_ha=-862.4435 lumo_ev="-2.974 / -4.509" homo_energy_ev="-9.1043 / -11.5809"
H -0.2719 -3.2215 -1.4969 0.101
C 0.1462 -0.6920 -3.1712 -0.431
C 0.8451 -1.7196 1.2807 -0.180
C -1.0745 2.0806 -1.1445 -0.092
H -1.9636 1.0647 1.9633 0.120
N 1.0949 0.8155 1.3271 0.090
C -1.7760 1.1680 0.8924 -0.301
H -1.1333 -1.3209 2.3663 0.120
H -2.2486 -2.3948 0.1421 0.126
C -2.4914 0.5311 -0.1680 -0.226
C -1.0836 -1.4662 -3.4582 -0.092
Os -0.5039 -0.1332 0.0559 1.495
H -0.2212 2.8355 0.7468 0.111
N 1.1488 1.4593 3.7074 -0.167
H 2.0958 -2.4956 -0.3858 0.120
H -0.5022 0.9657 4.9388 0.091
C 0.9606 1.0218 2.4942 -0.235
H 2.3126 2.7265 4.8686 0.089
H -0.4812 2.6291 -1.8750 0.115
H 3.0738 2.1961 3.3327 0.103
H -0.7678 1.1241 -3.8550 0.073
C -2.0599 1.0977 -1.4134 -0.144
C -1.1866 -2.1617 0.2706 -0.231
H 1.8007 3.3956 3.2849 0.099
H 2.2713 -0.7418 -2.9097 0.092
H -0.9545 -2.5345 -3.2449 0.069
H -1.9854 -1.1358 -2.9190 0.062
H 1.5817 -1.7896 -4.1861 0.105
H 0.7098 0.6126 -4.7110 0.103
H -1.2986 -1.3425 -4.5369 0.104
H 1.4906 -2.2856 -2.4931 0.046
C 0.5805 0.8567 4.9350 0.005
H 1.0199 1.3644 5.7790 0.087
C 0.2250 0.6809 -3.7182 -0.108
C -0.1246 -2.6946 -0.5474 -0.123
H -3.2929 -0.2073 -0.0573 0.131
C 1.1058 -2.3647 0.0488 -0.086
C 1.4358 -1.4136 -3.1556 -0.094
H 0.8329 1.3708 -3.1112 0.076
H -2.3921 0.7814 -2.4084 0.102
C 2.1539 2.5168 3.8265 -0.006
H 0.7933 -0.2102 4.9795 0.094
C -0.8686 2.1192 0.2504 -0.200
H 1.6027 -1.4934 2.0246 0.108
C -0.5990 -1.5947 1.4511 -0.319


46
Properties=species:S:1:pos:R:3:lowdin_charge:R:1 method="wB97M-V/def2-TZVPD" fmax_ev_per_a=5.33 e_tot_ha=-902.1797 de_lowest_ev=4.831 lumo_ev=0.626 homo_energy_ev=-8.1014
H -2.8616 1.8369 -3.8069 0.063
H -0.7568 -3.0144 1.0212 0.136
H -3.1191 -0.1253 -0.2720 0.073
H -0.1375 -1.7114 4.7192 0.078
H 1.4996 -1.3930 5.4549 0.085
H -1.0417 -1.4309 -0.7021 0.137
C -0.9429 -0.3808 -0.3846 -0.263
H -0.2720 -3.6806 3.0971 0.168
C 1.4019 -0.9561 2.4800 -0.140
H -1.6997 2.9230 -0.9618 0.108
H 2.3768 -4.2226 3.6104 0.119
H 2.8508 -3.1372 2.1072 0.108
H 1.0362 -2.9281 0.4769 0.147
H 1.2525 -0.0417 2.9589 0.109
H 2.3429 -0.8305 1.8885 0.137
O -1.9381 -1.0087 -2.6540 0.105
C 1.4189 4.0014 -1.4894 -0.041
H -2.1764 1.8813 -5.5190 0.100
N -0.7525 0.4860 -1.5738 0.042
C -1.9813 1.8709 -4.4028 -0.084
H -1.2401 -0.1245 -4.9091 0.152
H 2.1098 4.8887 -1.4086 0.113
C -1.2637 -0.0642 -2.7350 -0.506
C 2.0798 -3.4217 2.8528 -0.018
C -0.6677 2.8845 -1.1951 0.011
N 0.3604 -1.1798 1.5466 -0.150
H 3.0907 2.5682 -1.8709 0.104
H 0.3714 0.7281 0.9405 0.135
H -0.0107 0.9624 -4.0528 0.105
H -1.6109 2.7598 -4.0117 0.029
C 0.1113 4.0501 -1.0792 -0.077
C 0.8948 -2.1048 4.8045 -0.026
H -0.3567 4.9760 -0.7920 0.104
H -2.3965 0.9372 0.8333 0.079
C 0.2576 -2.6122 1.2288 -0.156
H -2.3671 -0.8210 1.0886 0.043
N 1.2939 1.5800 -1.7342 0.128
C -0.0245 1.7231 -1.5947 -0.300
C -1.0827 0.6690 -4.0462 -0.147
H 0.8929 -3.1482 5.2839 0.094
C 2.0120 2.6633 -1.7410 -0.104
H 1.1365 -0.3783 -0.1146 0.100
C -2.2663 -0.0597 0.3931 -0.011
C 0.2786 -0.2496 0.4655 -0.179
C 1.3325 -2.1983 3.2906 -0.465
C 0.5648 -3.1662 2.5090 -0.243


48
Properties=species:S:1:pos:R:3:lowdin_charge:R:1 method="wB97M-V/def2-TZVPD" fmax_ev_per_a=0.62 e_tot_ha=-1052.7735 de_lowest_ev=2.888 lumo_ev=0.555 homo_energy_ev=-8.6189
H 3.3166 1.0134 1.8638 0.116
H 0.5189 0.4943 5.0601 0.115
C 0.9922 -0.7622 1.4678 -0.042
H 1.4759 2.2308 1.3153 0.115
C -2.2713 -2.3745 -3.6886 -0.212
H -1.5573 -1.1668 -0.8226 0.086
C 3.0647 0.9743 2.9150 -0.033
C 0.5008 1.7573 1.4294 -0.040
O -0.5376 0.2702 3.0535 -0.009
H -3.0325 -2.6420 -4.4377 0.123
C -0.1912 0.2502 -2.8734 -0.467
H 1.8169 -0.2250 -2.2307 0.122
H -0.8459 -1.8624 -5.2191 0.124
H 4.4088 1.2709 5.9947 0.100
O -1.0324 1.0980 -3.0998 0.050
N -0.2325 -0.9811 -3.4339 0.075
C -1.4453 0.8301 0.0351 -0.102
H -3.2331 0.1063 -2.9521 0.072
H 2.0747 -0.8360 1.3615 0.115
C 0.3895 -0.7473 0.0572 -0.273
O -2.8780 -1.8996 -2.5169 -0.208
C -3.7658 -0.8165 -2.7033 -0.095
H -1.9736 1.1036 -0.8767 0.093
H -0.1507 2.4570 1.9570 0.134
C 4.0441 1.1772 3.8709 -0.059
C -1.1528 -0.6787 0.0628 -0.097
C 1.7584 0.7212 3.3213 -0.135
H -1.8019 -0.4763 -4.6384 0.119
H -1.2595 0.1503 2.4296 0.071
H 5.0656 1.3763 3.5841 0.099
H -2.0428 1.1813 0.8761 0.110
C 1.5149 0.6869 4.6903 -0.078
H -1.7420 -3.2822 -3.3831 0.124
H -4.4949 -1.0404 -3.4900 0.092
C 0.6477 0.4918 2.3105 -0.434
H -1.5702 -1.1910 0.9292 0.113
H 0.6489 -1.6391 2.0210 0.134
N 0.8512 0.4853 -0.5593 -0.087
C -0.0421 1.4733 0.0243 -0.269
H 1.4056 1.5018 -2.2498 0.135
C 1.0361 0.5043 -1.9918 -0.081
C 3.6811 1.1191 5.2080 -0.161
C -1.2833 -1.3884 -4.3352 -0.149
H -4.2835 -0.6871 -1.7548 0.094
H 0.4286 -1.6840 -3.1448 0.140
H -0.0272 2.3972 -0.5576 0.152
N 2.4458 0.8793 5.6080 0.062
H 0.7603 -1.6211 -0.4869 0.145


48
Properties=species:S:1:pos:R:3:lowdin_charge:R:1 method="wB97M-V/def2-TZVPD" fmax_ev_per_a=0.63 e_tot_ha=-1052.8097 de_lowest_ev=1.902 lumo_ev=0.668 homo_energy_ev=-8.5213
C 1.0071 0.7308 2.7002 -0.114
N -1.2455 1.5623 0.3195 0.078
C -3.5476 2.1813 -2.3247 -0.058
H 3.5495 -0.1031 1.9814 0.127
H 0.5747 -1.0376 3.8627 0.117
O 0.7591 2.5927 0.3034 0.065
H 1.6616 -0.7315 -0.2982 0.113
C 1.4644 -3.3622 4.5715 -0.064
C -2.2559 2.1472 -1.8273 -0.208
H 2.2717 -2.6423 4.6660 0.081
C -3.7978 1.7506 -3.6192 -0.080
C 1.4507 -0.5409 3.4434 -0.156
H 2.4385 0.8099 0.1168 0.116
H -0.0807 -0.4252 1.2468 0.145
O -0.5225 0.7531 -4.7660 -0.080
H 0.6751 -3.1201 5.2891 0.090
C 0.2152 -4.5651 2.8733 -0.056
H -0.6564 -4.6557 3.5237 0.088
H -2.8576 2.8688 0.1083 0.122
N 2.1236 -1.4705 2.5508 -0.065
H -1.7396 0.6948 0.4572 0.147
H -0.1031 -4.4872 1.8366 0.086
C 0.6557 0.3852 1.2500 -0.223
C -1.9411 2.5952 -0.4225 -0.123
C -1.4670 1.2351 -3.9148 -0.267
C 1.5358 -2.6701 2.1936 -0.511
C 0.0817 1.6200 0.5670 -0.486
H -0.2199 1.6661 -2.2109 0.106
H 2.1237 -0.2663 4.2660 0.122
H -4.3553 2.5480 -1.7087 0.104
H 1.2043 1.6632 -4.0556 0.098
H -2.9516 0.9360 -5.4165 0.116
O 1.5417 -3.0851 1.0493 0.066
C 1.9305 -0.0666 0.5226 -0.114
H 3.4441 -1.5540 0.9626 0.126
H -1.2668 3.4571 -0.4427 0.130
H 1.3785 0.2708 -5.1526 0.093
C -1.2172 1.6745 -2.6219 0.031
C -2.7729 1.2781 -4.4097 -0.010
H 1.8010 1.4782 2.6915 0.124
N 0.9456 -3.3669 3.2228 -0.156
H -4.8038 1.7809 -4.0103 0.104
H 0.8347 -5.4615 2.9811 0.092
C 0.8100 0.6764 -4.3172 -0.083
H 1.8572 -4.3540 4.8186 0.090
H 0.9063 0.0076 -3.4560 0.093
C 2.8633 -0.8011 1.4958 -0.139
H 0.1456 1.1649 3.2107 0.124